Entry 1:
{"formula": "C5H14N2P", "method": "wB97M-V/def2-TZVPD", "species": ["C", "C", "C", "C", "C", "N", "N", "P", "H", "H", "H", "H", "H", "H", "H", "H", "H", "H", "H", "H", "H", "H"], "positions_angstrom": [[-1.7302, -1.4804, 0.6326], [-0.3250, 0.5314, 0.3426], [0.9124, 0.0119, 0.3011], [-1.5403, -0.2192, 0.1918], [-2.6771, 0.6481, -0.0675], [3.8008, -0.8021, -0.6981], [-3.9142, -0.0837, 0.0276], [2.2981, 1.0037, 0.2624], [-2.7912, -1.7865, 0.6174], [-0.9402, -2.1728, 0.9883], [4.2703, -0.5638, -1.5076], [-0.5068, 1.6087, 0.1736], [1.0061, -0.9913, -0.0177], [-2.6588, 1.0927, -1.0581], [-2.4527, 1.4413, 0.7110], [4.5689, -0.8378, 0.0702], [3.4731, -1.6829, -0.9161], [-4.7266, 0.4792, -0.0791], [3.3048, 0.6521, 1.0072], [-3.8837, -0.6402, -0.9411], [1.9043, 2.1499, 0.9421], [2.6082, 1.6417, -0.9826]], "e_lumo_ev": -3.98, "e_homo_ev": -12.538, "e_above_lowest_kcal_mol": 50.3, "energy_ev": -17671.2884, "fmax_ev_per_a": 4.03, "total_charge": 1, "multiplicity": 1}

Entry 2:
{"formula": "C5H14N2S", "method": "wB97M-V/def2-TZVPD", "species": ["C", "N", "C", "C", "S", "C", "N", "C", "H", "H", "H", "H", "H", "H", "H", "H", "H", "H", "H", "H", "H", "H"], "positions_angstrom": [[-0.1682, -0.3314, -0.8409], [0.9449, 0.3580, -0.1925], [1.7287, 0.0193, 1.0435], [1.2962, -1.1171, 1.9732], [4.2384, 0.9918, -0.2678], [-1.5075, -0.2998, -0.1309], [-1.4318, -1.1445, 0.9173], [-2.6740, 0.4011, -0.5470], [-0.3595, 0.0350, -1.8736], [0.0087, -1.3932, -0.7459], [1.5024, 0.9381, -0.7637], [2.7650, -0.1344, 0.5852], [2.1196, 1.0088, 1.6012], [2.1357, -1.1111, 2.6671], [0.3121, -0.9331, 2.4629], [1.3345, -2.1714, 1.5539], [-0.8024, 2.1441, -3.9505], [-2.4440, -1.2951, 1.2854], [-1.4516, 1.7131, -3.8904], [-1.2389, 1.2954, 0.6152], [-3.4889, 0.5227, 0.0784], [-2.8195, 0.5036, -1.5802]], "e_lumo_ev": -2.77, "e_homo_ev": -8.471, "e_above_lowest_kcal_mol": 249.7, "energy_ev": -19216.4696, "fmax_ev_per_a": 5.00, "multiplicity": 1}

Entry 3:
{"formula": "C5H14N2S", "method": "wB97M-V/def2-TZVPD", "species": ["C", "N", "C", "C", "S", "C", "N", "C", "H", "H", "H", "H", "H", "H", "H", "H", "H", "H", "H", "H", "H", "H"], "positions_angstrom": [[-0.1814, 0.7095, 0.0362], [1.1061, 0.1052, -0.2392], [2.1415, 0.4460, 0.7594], [2.5121, -0.6127, 1.7143], [4.3063, 0.5709, -1.5224], [-1.1448, -0.1334, -0.7670], [-2.7098, 0.3578, -0.2324], [-3.7282, -0.5609, -0.7267], [-0.3327, 0.7024, 1.1117], [-0.2795, 1.7640, -0.2831], [1.4323, 0.3445, -1.1596], [1.9690, 1.4390, 1.1746], [3.0550, 0.6230, 0.1220], [2.8972, -0.2047, 2.6469], [1.7111, -1.3467, 1.8358], [3.3539, -1.2367, 1.3871], [-0.8662, -0.3257, -1.8102], [-1.2313, -1.1269, -0.2986], [-2.0468, 0.7244, -1.1356], [-4.6725, -0.1180, -0.4167], [-3.7899, -0.5571, -1.8211], [-3.5014, -1.5639, -0.3753]], "e_lumo_ev": [-8.16, -5.16], "e_homo_ev": [-13.158, -12.437], "e_above_lowest_kcal_mol": 175.5, "energy_ev": -19212.1034, "fmax_ev_per_a": 2.81, "total_charge": 1, "multiplicity": 2}

Entry 4:
{"formula": "C5H14N3", "method": "wB97M-V/def2-TZVPD", "species": ["C", "C", "C", "C", "C", "N", "N", "N", "H", "H", "H", "H", "H", "H", "H", "H", "H", "H", "H", "H", "H", "H"], "positions_angstrom": [[-0.9561, 0.9416, 2.3855], [-0.7490, 0.0513, 1.1641], [0.1046, 0.8248, 0.1134], [0.7464, -0.0792, -0.8919], [1.9673, 0.1441, -1.3718], [2.6289, -0.6847, -2.2755], [-0.0005, -1.2529, -1.2950], [-2.0514, -0.3302, 0.5524], [-1.9911, 0.9082, 2.7288], [-0.7343, 1.9869, 2.1613], [-0.3705, 0.7163, 3.2777], [-0.1598, -0.7922, 1.4568], [-0.6605, 1.4542, -0.3519], [0.7848, 1.5309, 0.5889], [2.5348, 1.0507, -1.1973], [3.4843, -0.3270, -2.6700], [2.1483, -1.3620, -2.8367], [0.1559, -1.4471, -2.2731], [0.2459, -2.0264, -0.6862], [-1.9342, -0.7010, -0.4018], [-2.4422, -1.0526, 1.2450], [-2.7516, 0.4464, 0.5775]], "e_lumo_ev": [0.72, 0.61], "e_homo_ev": [-3.023, -8.194], "e_above_lowest_kcal_mol": 33.4, "energy_ev": -9878.5406, "fmax_ev_per_a": 2.52, "multiplicity": 2}

Entry 5:
{"formula": "C5H14N3", "method": "wB97M-V/def2-TZVPD", "species": ["C", "C", "C", "C", "N", "C", "N", "N", "H", "H", "H", "H", "H", "H", "H", "H", "H", "H", "H", "H", "H", "H"], "positions_angstrom": [[2.9805, -1.3257, 0.0183], [1.5337, -0.8522, 0.0044], [1.3575, 0.5301, -0.6780], [-0.0315, 1.2022, -0.5177], [-0.8300, 0.6544, 0.5939], [-2.1182, 0.3752, 0.4223], [-2.8826, 0.9301, -0.4998], [-2.6998, -0.5259, 1.2531], [3.6673, -0.5283, 0.2976], [3.2799, -1.7056, -0.9624], [3.0847, -2.1754, 0.6923], [1.2949, -0.7414, 1.0692], [0.8570, -1.4803, -0.5650], [2.1122, 1.1965, -0.2632], [1.5177, 0.3599, -1.7334], [-0.5303, 1.1526, -1.4748], [0.0958, 2.2561, -0.3242], [-0.3841, -0.0906, 1.0953], [-2.5339, 1.7419, -0.9857], [-3.8768, 0.7804, -0.4928], [-2.2064, -1.3139, 1.6332], [-3.6876, -0.4401, 1.4174]], "e_lumo_ev": -3.00, "e_homo_ev": -14.762, "smiles": "CCCCNC(N)=[NH2+]", "e_above_lowest_kcal_mol": 9.4, "energy_ev": -9876.7605, "fmax_ev_per_a": 1.71, "total_charge": 1, "multiplicity": 1}

Entry 6:
{"formula": "C5H14N4O", "method": "wB97M-V/def2-TZVPD", "species": ["C", "C", "O", "N", "C", "N", "H", "H", "H", "H", "H", "H", "H", "H", "C", "C", "N", "N", "H", "H", "H", "H", "H", "H"], "positions_angstrom": [[-0.9916, -0.9397, 2.2607], [-0.1156, 0.2474, 1.9328], [-0.4747, 1.3818, 2.2561], [1.0724, 0.0033, 1.2408], [2.0384, 1.0780, 1.0605], [1.4459, -1.2996, 0.8318], [-0.4618, -1.8928, 2.2298], [-1.8331, -0.9700, 1.5643], [-1.3704, -0.8162, 3.2803], [2.5182, 0.9845, 0.0821], [2.7917, 0.9956, 1.8504], [1.5605, 2.0587, 1.1320], [2.4524, -1.3203, 0.6525], [1.0110, -1.4794, -0.0765], [0.5896, 0.1488, -2.8039], [-0.4508, 0.4271, -2.0154], [-1.4545, -0.4547, -1.6909], [-2.7495, 0.0746, -1.5693], [0.6892, -0.8239, -3.2742], [1.3322, 0.9051, -3.0323], [-0.5600, 1.4213, -1.5851], [-1.1899, -1.0140, -0.8719], [-2.7714, 0.9005, -0.9660], [-3.0781, 0.3838, -2.4885]], "e_lumo_ev": 0.80, "e_homo_ev": -8.874, "smiles": "CC(=O)N(C)N.C=CNN", "e_above_lowest_kcal_mol": 72.1, "energy_ev": -13417.4639, "fmax_ev_per_a": 1.89, "multiplicity": 1}

Entry 7:
{"formula": "C5H14NO", "method": "wB97M-V/def2-TZVPD", "species": ["C", "C", "C", "C", "C", "N", "H", "H", "H", "H", "H", "H", "H", "H", "H", "H", "H", "H", "H", "H", "O"], "positions_angstrom": [[-1.0974, 2.5661, -0.4423], [-0.9388, 1.3380, 0.4511], [0.0453, 0.3169, -0.2549], [0.5222, -0.7426, 0.6681], [0.3816, -2.0748, 0.6203], [1.5922, -0.2455, 1.5927], [-1.5091, 3.4405, 0.0987], [-0.1194, 2.8451, -0.8783], [-1.6911, 2.4136, -1.3422], [-0.7387, 1.6465, 1.4850], [-1.8991, 0.7757, 0.4298], [0.7873, 0.9657, -0.7815], [-0.5240, -0.1279, -1.0609], [0.8241, -2.7767, 1.3174], [-0.2891, -2.6658, 0.0226], [1.7631, 0.7495, 1.4086], [1.3954, -0.3007, 2.5865], [2.5108, -0.7451, 1.3995], [-0.9058, -2.9779, -2.3488], [0.3794, -2.2769, -2.6693], [-0.4889, -2.1237, -2.3022]], "e_lumo_ev": [0.86, 0.67], "e_homo_ev": [-3.507, -9.288], "e_above_lowest_kcal_mol": 62.3, "energy_ev": -8945.4105, "fmax_ev_per_a": 1.85, "multiplicity": 2}

Entry 8:
{"formula": "C5H14NO", "method": "wB97M-V/def2-TZVPD", "species": ["C", "C", "C", "C", "C", "N", "H", "H", "H", "H", "H", "H", "H", "H", "H", "H", "H", "H", "H", "H", "O"], "positions_angstrom": [[0.9855, -1.8554, 1.6431], [-0.4341, -1.1890, 1.6549], [-0.8040, -0.7272, 0.2310], [0.0745, 0.3816, -0.3618], [0.1655, 2.8176, 0.1751], [0.3036, 1.5242, 0.5073], [1.2302, -2.0941, 2.6695], [0.8906, -2.6454, 0.8980], [1.7056, -1.1697, 1.1949], [-1.1437, -1.9560, 1.9837], [-0.4908, -0.3993, 2.4145], [-0.4902, -1.5746, -0.3786], [-1.8509, -0.4529, 0.1612], [1.0759, -0.0116, -0.6249], [-0.2470, 0.7890, -1.3099], [0.4190, 3.6052, 0.8772], [0.0442, 3.1061, -0.8620], [0.6134, 1.2595, 1.4224], [0.5290, -0.6773, -3.2403], [-0.7326, -0.8485, -3.9449], [-0.4080, -0.5403, -3.0778]], "e_lumo_ev": [0.59, 0.57], "e_homo_ev": [-5.367, -9.737], "e_above_lowest_kcal_mol": 16.9, "energy_ev": -8947.3832, "fmax_ev_per_a": 2.12, "multiplicity": 2}

> What is the formula in the second record?

C5H14N2S